Below is a single C6H11NS2 molecule in a non-equilibrium geometry, with properties calculated with ωB97M-V with the def2-TZVPD basis set.

The geometry in XYZ format:
```
20
Properties=species:S:1:pos:R:3
C 1.71 -0.66 -0.06
C -0.02 -2.39 -0.31
C -0.83 -1.48 -1.28
C -0.30 1.21 -0.33
C 0.26 2.07 -1.39
C -0.11 1.67 1.17
N 1.34 -1.92 0.00
S 2.87 0.38 0.13
S -1.52 0.00 -0.43
H -0.73 -2.55 0.57
H 0.22 -3.30 -0.92
H -0.13 -1.24 -2.11
H -1.70 -1.89 -1.56
H 0.41 3.11 -1.01
H -0.16 1.78 -2.40
H 1.32 1.66 -1.44
H -0.51 2.68 1.22
H 1.01 1.72 1.51
H -0.80 1.09 1.82
H 1.96 -2.68 0.24
```

Calculated values
- relative energy (zero: lowest compared OMol25 entry of this formula, charge and spin) (eV) = 4.0397
- lowest unoccupied orbital energy (alpha / beta) (eV) = 0.37 / -0.10
- frontier orbital gap (alpha / beta) (eV) = 7.5 / 6.8
- energy (Eh) = -1086.19435

natural (NBO) charges, unit e, in atom order: number 1, C, carries 0.017; number 2, C, carries -0.223; number 3, C, carries -0.512; number 4, C, carries -0.087; number 5, C, carries -0.731; number 6, C, carries -0.688; number 7, N, carries -0.620; number 8, S, carries 0.004; number 9, S, carries 0.216; number 10, H, carries 0.212; number 11, H, carries 0.202; number 12, H, carries 0.222; number 13, H, carries 0.220; number 14, H, carries 0.234; number 15, H, carries 0.235; number 16, H, carries 0.251; number 17, H, carries 0.203; number 18, H, carries 0.235; number 19, H, carries 0.225; number 20, H, carries 0.384

***

Below is a molecular structure, C5H6O, with properties calculated with ωB97M-V with the def2-TZVPD basis set.

The geometry in XYZ format:
```
12
Properties=species:S:1:pos:R:3
C 1.01 -0.59 0.91
C 0.40 0.58 0.16
O 0.82 1.69 0.05
C -0.38 -0.07 -1.61
C -1.29 0.15 -0.59
C -1.50 0.41 0.61
H 2.05 -0.70 0.61
H 0.46 -1.52 0.76
H 0.99 -0.32 1.97
H -0.26 -1.07 -2.02
H -0.14 0.76 -2.26
H -2.17 0.68 1.41
```

Calculated values
- relative energy (zero: lowest compared OMol25 entry of this formula, charge and spin) (eV) = 4.2417
- lowest unoccupied orbital energy (eV) = 0.84
- frontier orbital gap (eV) = 9.2
- energy (Eh) = -269.19036

natural (NBO) charges, unit e, in atom order: number 1, C, carries -0.691; number 2, C, carries 0.654; number 3, O, carries -0.588; number 4, C, carries -0.565; number 5, C, carries 0.076; number 6, C, carries -0.315; number 7, H, carries 0.233; number 8, H, carries 0.232; number 9, H, carries 0.234; number 10, H, carries 0.232; number 11, H, carries 0.242; number 12, H, carries 0.257

***

Below is 2 unconnected molecules or ions with the total composition C2H9N2O in a non-equilibrium geometry, with properties calculated with ωB97M-V with the def2-TZVPD basis set.

The geometry in XYZ format:
```
14
Properties=species:S:1:pos:R:3
C -0.13 -1.43 -0.40
C -0.65 -0.11 0.06
N -1.09 0.05 1.32
N 1.24 1.21 -0.03
O -1.33 0.58 -0.80
H -0.35 -2.18 0.33
H 0.97 -1.45 -0.30
H -0.18 -1.77 -1.39
H -0.45 -0.45 1.92
H -1.15 1.05 1.41
H 2.21 0.79 -0.26
H 0.84 1.64 -0.79
H 1.46 1.86 0.68
H -1.39 0.22 -1.77
```

Calculated values
- relative energy (zero: lowest compared OMol25 entry of this formula, charge and spin) (eV) = 2.0663
- lowest unoccupied orbital energy (eV) = -3.93
- frontier orbital gap (eV) = 11.4
- net charge = +1
- energy (Eh) = -266.07574

natural (NBO) charges, unit e, in atom order: number 1, C, carries -0.743; number 2, C, carries 0.779; number 3, N, carries -0.716; number 4, N, carries -1.033; number 5, O, carries -0.635; number 6, H, carries 0.269; number 7, H, carries 0.274; number 8, H, carries 0.264; number 9, H, carries 0.410; number 10, H, carries 0.414; number 11, H, carries 0.403; number 12, H, carries 0.381; number 13, H, carries 0.391; number 14, H, carries 0.543

***

Below is 2 unconnected molecules or ions with the total composition C2H5NO2S in a non-equilibrium geometry, with properties calculated with ωB97M-V with the def2-TZVPD basis set.

The geometry in XYZ format:
```
11
Properties=species:S:1:pos:R:3
C -1.82 -1.97 -1.52
C 0.75 1.05 2.00
N -2.32 -2.11 -2.56
O 1.89 0.82 -0.83
O -1.49 -1.40 -0.48
S 0.38 0.75 0.03
H 2.86 1.25 -0.44
H 1.80 1.08 2.06
H 0.48 1.97 2.52
H 0.22 0.21 2.60
H -2.75 -1.64 -3.38
```

Calculated values
- SMILES = N=C=O.CSO
- relative energy (zero: lowest compared OMol25 entry of this formula, charge and spin) (eV) = 3.7570
- lowest unoccupied orbital energy (eV) = 0.40
- frontier orbital gap (eV) = 8.5
- energy (Eh) = -682.50152

natural (NBO) charges, unit e, in atom order: number 1, C, carries 0.848; number 2, C, carries -0.707; number 3, N, carries -0.754; number 4, O, carries -0.897; number 5, O, carries -0.555; number 6, S, carries 0.464; number 7, H, carries 0.499; number 8, H, carries 0.207; number 9, H, carries 0.210; number 10, H, carries 0.227; number 11, H, carries 0.459

***

Below is a molecular structure, C18H37I2NO29PS7 in a non-equilibrium geometry, with properties calculated with ωB97M-V with the def2-TZVPD basis set.

The geometry in XYZ format:
```
95
Properties=species:S:1:pos:R:3
C 3.49 -2.88 5.26
C 2.23 -3.14 4.22
I 1.92 -5.31 4.07
C 0.93 -2.43 4.89
I 0.54 -3.54 6.79
N -0.34 -2.54 4.11
P -0.17 -1.98 2.45
C 1.09 -0.55 2.29
O 0.49 -3.35 1.54
H 4.47 -2.97 4.65
H 3.51 -3.72 6.07
H 3.42 -1.81 5.73
H 2.54 -2.71 3.19
H 1.13 -1.32 5.25
H 1.94 -0.57 3.09
H 0.55 0.48 2.22
H 1.61 -0.69 1.24
H 1.45 -3.18 1.34
C 0.82 -2.18 -3.76
C 0.37 -3.13 -2.65
O 1.55 -3.44 -1.92
S 2.55 -2.16 -1.96
O 2.37 -1.41 -0.74
O 3.84 -2.59 -2.43
O 1.81 -1.34 -3.16
H 1.29 -2.73 -4.58
H -0.01 -1.58 -4.15
H -0.09 -4.04 -3.05
H -0.33 -2.64 -1.97
C -3.85 0.80 -4.55
C -2.63 1.13 -3.70
O -2.61 0.14 -2.67
S -3.22 -1.25 -3.27
O -2.12 -2.09 -3.67
O -4.26 -1.70 -2.39
O -3.89 -0.63 -4.61
H -4.77 1.15 -4.07
H -3.78 1.22 -5.55
H -2.68 2.13 -3.26
H -1.71 1.03 -4.28
C -1.76 -8.17 6.76
C -2.47 -6.83 6.77
O -2.64 -6.50 8.14
S -1.39 -7.10 8.99
O -0.43 -6.05 9.18
O -1.91 -7.89 10.07
O -0.82 -8.10 7.84
H -2.45 -8.99 6.97
H -1.24 -8.36 5.82
H -3.44 -6.87 6.26
H -1.86 -6.05 6.31
C 2.43 3.79 -3.44
C 1.62 3.49 -2.19
O 0.67 2.50 -2.58
S 1.34 1.56 -3.74
O 1.85 0.36 -3.11
O 0.45 1.53 -4.87
O 2.60 2.53 -4.10
H 1.89 4.45 -4.11
H 3.41 4.23 -3.21
H 1.11 4.37 -1.80
H 2.25 3.06 -1.40
C -4.75 -10.84 8.68
C -6.17 -10.74 9.21
O -6.69 -9.53 8.64
S -6.02 -9.31 7.18
O -6.93 -9.80 6.18
O -5.46 -7.98 7.14
O -4.81 -10.38 7.33
H -4.07 -10.18 9.24
H -4.37 -11.86 8.72
H -6.21 -10.70 10.30
H -6.79 -11.57 8.86
C 2.60 8.78 -6.45
C 3.20 7.56 -7.15
O 4.17 7.05 -6.23
S 3.66 7.34 -4.71
O 3.03 6.14 -4.22
O 4.71 8.01 -4.00
O 2.50 8.42 -5.08
H 3.26 9.65 -6.53
H 1.62 9.04 -6.85
H 3.67 7.82 -8.10
H 2.45 6.79 -7.31
C 2.62 13.13 -6.98
C 1.49 14.07 -6.58
O 0.43 13.21 -6.14
S 1.07 11.87 -5.48
O 1.09 12.04 -4.05
O 0.49 10.72 -6.12
O 2.59 12.06 -6.04
H 2.44 12.71 -7.98
H 3.59 13.62 -6.97
H 1.16 14.70 -7.40
H 1.78 14.69 -5.73
```

Calculated values
- lowest unoccupied orbital energy (eV) = 0.80
- frontier orbital gap (eV) = 4.2
- net charge = -1
- energy (Eh) = -6668.51818

Löwdin charges, unit e, in atom order: number 1, C, carries -0.252; number 2, C, carries -0.796; number 3, I, carries 0.657; number 4, C, carries -0.933; number 5, I, carries 0.640; number 6, N, carries -0.425; number 7, P, carries 0.696; number 8, C, carries -0.351; number 9, O, carries -0.475; number 10, H, carries 0.063; number 11, H, carries 0.021; number 12, H, carries 0.080; number 13, H, carries 0.057; number 14, H, carries 0.071; number 15, H, carries 0.027; number 16, H, carries 0.029; number 17, H, carries 0.011; number 18, H, carries -0.003; number 19, C, carries -0.148; number 20, C, carries -0.176; number 21, O, carries -0.187; number 22, S, carries 0.683; number 23, O, carries -0.240; number 24, O, carries -0.237; number 25, O, carries -0.330; number 26, H, carries 0.134; number 27, H, carries 0.109; number 28, H, carries 0.137; number 29, H, carries 0.128; number 30, C, carries -0.171; number 31, C, carries -0.173; number 32, O, carries -0.177; number 33, S, carries 0.680; number 34, O, carries -0.236; number 35, O, carries -0.213; number 36, O, carries -0.192; number 37, H, carries 0.131; number 38, H, carries 0.135; number 39, H, carries 0.142; number 40, H, carries 0.100; number 41, C, carries -0.163; number 42, C, carries -0.171; number 43, O, carries -0.192; number 44, S, carries 0.642; number 45, O, carries -0.269; number 46, O, carries -0.258; number 47, O, carries -0.195; number 48, H, carries 0.112; number 49, H, carries 0.139; number 50, H, carries 0.119; number 51, H, carries 0.115; number 52, C, carries -0.200; number 53, C, carries -0.158; number 54, O, carries -0.193; number 55, S, carries 0.731; number 56, O, carries -0.229; number 57, O, carries -0.243; number 58, O, carries -0.181; number 59, H, carries 0.108; number 60, H, carries 0.125; number 61, H, carries 0.137; number 62, H, carries 0.137; number 63, C, carries -0.169; number 64, C, carries -0.175; number 65, O, carries -0.189; number 66, S, carries 0.668; number 67, O, carries -0.230; number 68, O, carries -0.217; number 69, O, carries -0.202; number 70, H, carries 0.132; number 71, H, carries 0.136; number 72, H, carries 0.137; number 73, H, carries 0.130; number 74, C, carries -0.194; number 75, C, carries -0.166; number 76, O, carries -0.185; number 77, S, carries 0.695; number 78, O, carries -0.254; number 79, O, carries -0.218; number 80, O, carries -0.180; number 81, H, carries 0.123; number 82, H, carries 0.114; number 83, H, carries 0.137; number 84, H, carries 0.135; number 85, C, carries -0.169; number 86, C, carries -0.172; number 87, O, carries -0.187; number 88, S, carries 0.673; number 89, O, carries -0.210; number 90, O, carries -0.236; number 91, O, carries -0.203; number 92, H, carries 0.133; number 93, H, carries 0.138; number 94, H, carries 0.138; number 95, H, carries 0.135

***

Below is a molecular structure, C9H4N4O4ReSbSe4, with properties calculated with ωB97M-V with the def2-TZVPD basis set.

The geometry in XYZ format:
```
27
Properties=species:S:1:pos:R:3
Re -1.97 -0.80 -1.46
Se -6.75 2.27 -4.04
Sb -4.83 1.08 -3.71
Se -4.00 0.36 -1.39
Se -1.75 -0.89 -3.73
Se -3.17 0.33 -5.33
O -0.45 -1.12 -0.02
C -0.02 0.07 -0.18
O -0.74 0.69 -1.09
C 1.08 0.69 0.49
C 1.42 2.01 0.17
C 2.48 2.60 0.83
C 3.16 1.86 1.77
C 2.84 0.55 2.11
C 1.79 -0.05 1.45
N 4.31 2.50 2.48
O 4.89 1.83 3.30
O 4.55 3.64 2.18
H 0.86 2.56 -0.57
H 2.79 3.62 0.62
H 3.42 0.03 2.86
H 1.50 -1.06 1.68
N -2.08 -6.57 1.64
C -2.18 -5.62 1.00
N -2.30 -4.53 0.28
C -2.37 -3.54 -0.33
N -2.47 -2.51 -1.01
```

Calculated values
- relative energy (zero: lowest compared OMol25 entry of this formula, charge and spin) (eV) = 0.0000
- lowest unoccupied orbital energy (eV) = -9.88
- frontier orbital gap (eV) = 5.9
- net charge = +2
- energy (Eh) = -10788.86562

natural (NBO) charges, unit e, in atom order: number 1, Re, carries 0.981; number 2, Se, carries -0.053; number 3, Sb, carries 0.951; number 4, Se, carries 0.036; number 5, Se, carries 0.326; number 6, Se, carries -0.045; number 7, O, carries -0.670; number 8, C, carries 0.799; number 9, O, carries -0.603; number 10, C, carries -0.178; number 11, C, carries -0.120; number 12, C, carries -0.192; number 13, C, carries 0.125; number 14, C, carries -0.189; number 15, C, carries -0.117; number 16, N, carries 0.517; number 17, O, carries -0.323; number 18, O, carries -0.325; number 19, H, carries 0.245; number 20, H, carries 0.281; number 21, H, carries 0.282; number 22, H, carries 0.248; number 23, N, carries -0.115; number 24, C, carries 0.358; number 25, N, carries -0.351; number 26, C, carries 0.785; number 27, N, carries -0.654

***

Below is a single C3HIN2 molecule in a non-equilibrium geometry, with properties calculated with ωB97M-V with the def2-TZVPD basis set.

The geometry in XYZ format:
```
7
Properties=species:S:1:pos:R:3
C 2.53 -0.15 -0.92
C 0.27 0.60 0.36
C 1.26 0.32 -0.45
N 3.40 -0.10 -1.70
N -0.91 0.69 0.71
I -1.88 2.09 1.75
H 0.68 0.79 -1.30
```

Calculated values
- lowest unoccupied orbital energy (alpha / beta) (eV) = -0.15 / -3.66
- frontier orbital gap (alpha / beta) (eV) = 6.6 / 6.0
- 2S+1 = 3
- energy (Eh) = -521.88439

natural (NBO) charges, unit e, in atom order: number 1, C, carries 0.242; number 2, C, carries 0.377; number 3, C, carries -0.434; number 4, N, carries -0.247; number 5, N, carries -0.572; number 6, I, carries 0.335; number 7, H, carries 0.299

***

Q: energy of number 6 (C9H4N4O4ReSbSe4)?
A: -10788.86562 Eh